No. 1
{"formula": "C4H8ClNiO", "method": "wB97M-V/def2-TZVPD", "total_energy_ha": -2200.44705, "relative_energy_kcal_mol": 72.0, "s_squared": 2.01, "spin_multiplicity": 3, "gap_ev": [8.0030, 8.0278], "e_homo_ev": [-13.320, -14.352], "total_charge": 1, "elements": ["Ni", "Cl", "C", "C", "C", "O", "C", "H", "H", "H", "H", "H", "H", "H", "H"], "coordinates": [[-0.570, -3.514, -0.685], [-1.020, -2.124, -1.621], [-0.260, 1.036, 0.970], [-0.587, 0.879, -0.493], [0.229, -0.253, -0.999], [1.315, -0.315, -0.126], [0.955, 0.172, 1.214], [-1.010, 0.694, 1.683], [-0.037, 2.077, 1.202], [-0.191, 1.753, -1.011], [-1.645, 0.884, -0.754], [0.561, -0.099, -2.026], [-0.210, -1.247, -0.906], [1.787, 0.705, 1.674], [0.684, -0.649, 1.877]], "forces_ev_per_a": [[2.762, -9.311, 5.918], [-6.464, 4.187, -8.346], [-0.167, 0.390, 1.279], [-1.124, 0.972, -0.525], [4.156, 5.312, 1.643], [0.366, -0.505, 0.093], [-0.158, -0.109, -0.583], [-0.429, 0.238, -0.372], [-0.174, -0.052, -0.015], [0.005, 0.074, -0.151], [-0.046, -0.318, 0.155], [0.118, -0.586, -0.004], [0.643, 0.261, 1.662], [0.214, -0.183, -0.502], [0.300, -0.367, -0.252]]}

No. 2
{"formula": "C4H8CsO2S", "method": "wB97M-V/def2-TZVPD", "total_energy_ha": -725.81578, "relative_energy_kcal_mol": 8.4, "gap_ev": 9.7622, "e_homo_ev": -13.335, "total_charge": 1, "elements": ["Cs", "C", "C", "C", "S", "O", "O", "C", "H", "H", "H", "H", "H", "H", "H", "H"], "coordinates": [[2.871, -3.477, -1.880], [-1.307, 0.797, -0.286], [-1.217, -0.274, 0.813], [0.203, -0.168, 1.386], [1.307, 0.180, -0.073], [1.855, -1.086, -0.499], [2.119, 1.332, 0.263], [-0.065, 0.691, -1.160], [-1.312, 1.762, 0.219], [-2.136, 0.688, -0.984], [-1.324, -1.273, 0.388], [-1.979, -0.087, 1.564], [0.546, -1.108, 1.814], [0.351, 0.640, 2.096], [-0.076, -0.156, -1.860], [0.165, 1.541, -1.799]], "forces_ev_per_a": [[0.025, 0.133, 0.090], [0.543, -0.134, -0.232], [0.556, 0.231, -0.451], [0.324, -0.348, -0.678], [-2.050, 2.392, 2.213], [0.715, -0.702, -0.741], [0.200, -1.056, -0.576], [0.919, -1.100, -0.683], [-0.226, 0.190, -0.289], [-0.412, 0.120, 0.485], [-0.297, -0.009, 0.053], [-0.003, -0.237, 0.123], [0.065, 0.079, 0.084], [-0.021, 0.135, -0.092], [-0.583, 0.002, 0.166], [0.246, 0.305, 0.530]]}

No. 3
{"formula": "C4H8F2", "method": "wB97M-V/def2-TZVPD", "total_energy_ha": -356.82856, "smiles": "C[C@H](F)[C@H](C)F", "relative_energy_kcal_mol": 78.4, "gap_ev": 11.9176, "e_homo_ev": -10.952, "elements": ["C", "C", "C", "C", "H", "H", "H", "H", "H", "H", "H", "H", "F", "F"], "coordinates": [[1.480, 0.627, -0.210], [0.820, -0.673, 0.277], [-0.591, -0.712, -0.423], [-1.529, 0.362, 0.214], [0.782, 1.241, 0.499], [1.088, 1.262, -1.173], [2.689, 0.955, -0.183], [0.502, -0.457, 1.364], [-0.824, -0.584, -1.454], [-1.675, -0.037, 1.375], [-2.301, 0.443, -0.363], [-1.001, 1.329, 0.146], [1.667, -1.812, 0.050], [-1.108, -1.946, -0.119]], "forces_ev_per_a": [[-0.064, 4.554, -0.184], [0.114, 0.653, -1.599], [-0.431, 0.239, 1.978], [5.851, -1.759, 5.455], [2.497, 0.136, -0.702], [0.891, -2.643, 1.397], [-3.531, -1.489, 0.625], [1.264, -1.540, -1.237], [1.452, -0.033, -1.318], [-0.122, 1.520, -3.069], [-5.166, 0.169, -2.712], [-0.430, -0.321, 0.495], [-1.786, 1.458, 0.583], [-0.539, -0.944, 0.288]]}

No. 4
{"formula": "C4H8F2IN", "method": "wB97M-V/def2-TZVPD", "total_energy_ha": -709.35228, "smiles": "CCCN=C(F)F.I", "relative_energy_kcal_mol": 0.0, "gap_ev": 10.7391, "e_homo_ev": -10.071, "elements": ["C", "C", "C", "C", "N", "F", "F", "I", "H", "H", "H", "H", "H", "H", "H", "H"], "coordinates": [[0.444, -0.852, -1.393], [0.950, 0.514, -0.818], [1.189, 0.477, 0.685], [-0.292, -0.375, 2.391], [-0.015, 0.271, 1.398], [-1.428, -0.209, 3.022], [0.408, -1.290, 3.076], [-4.462, 0.234, -1.973], [-0.324, -1.142, -0.743], [0.293, -0.726, -2.485], [1.247, -1.561, -1.221], [0.165, 1.134, -1.131], [1.946, 0.847, -1.258], [1.902, -0.255, 1.013], [1.577, 1.467, 0.927], [-3.600, 1.466, -1.491]], "forces_ev_per_a": [[2.989, 1.388, -0.333], [1.838, -1.890, -0.696], [-0.045, 0.314, -0.430], [0.344, -0.091, 0.287], [-1.128, 0.864, 0.128], [-0.608, -0.319, 0.305], [0.130, 0.247, -0.335], [-0.280, -0.425, -0.167], [-1.825, -0.560, 0.135], [-0.547, -0.457, 0.870], [0.119, -0.433, -0.300], [-0.749, 1.802, 0.193], [-1.356, -0.420, 0.117], [0.863, -0.459, -0.373], [-0.045, 0.017, 0.419], [0.300, 0.420, 0.179]]}

No. 5
{"formula": "C4H8F2N2", "method": "wB97M-V/def2-TZVPD", "total_energy_ha": -466.29756, "relative_energy_kcal_mol": 85.8, "gap_ev": 7.7533, "e_homo_ev": -6.939, "elements": ["C", "C", "C", "C", "N", "N", "F", "F", "H", "H", "H", "H", "H", "H", "H", "H"], "coordinates": [[-1.838, -0.014, -0.476], [-1.324, 2.287, 0.163], [1.517, -0.682, -0.012], [1.481, -1.559, -1.031], [-1.893, 1.072, 0.261], [1.808, -1.009, 1.244], [1.956, -2.820, -1.089], [1.198, -1.120, -2.247], [-2.472, -0.911, -0.314], [-0.950, -0.156, -1.078], [-0.702, 2.599, -0.676], [-1.325, 2.941, 1.140], [1.133, 0.332, -0.087], [-2.557, 1.224, 0.990], [1.589, -0.302, 1.912], [2.380, -1.883, 1.300]], "forces_ev_per_a": [[0.036, -1.363, -0.037], [0.967, 1.548, 1.581], [-1.047, -0.599, -1.995], [0.424, 1.337, 0.325], [0.068, 1.497, -0.192], [1.446, -2.131, 0.972], [-0.265, 0.617, 0.541], [-0.226, -0.104, -0.945], [0.361, 1.212, 0.233], [-0.319, 0.289, -0.235], [-0.106, -0.491, 0.292], [-0.257, -1.457, -2.267], [0.005, -0.219, -0.838], [-0.801, -1.272, 0.587], [0.590, -0.526, 0.815], [-0.874, 1.666, 1.164]]}

No. 6
{"formula": "C4H8F6InN3O13S6", "method": "wB97M-V/def2-TZVPD", "total_energy_ha": -4477.40904, "gap_ev": 1.5866, "e_homo_ev": -10.534, "elements": ["In", "N", "S", "O", "O", "F", "S", "O", "O", "F", "N", "S", "O", "O", "F", "S", "O", "O", "F", "N", "S", "O", "O", "F", "S", "O", "O", "F", "C", "C", "C", "O", "C", "H", "H", "H", "H", "H", "H", "H", "H"], "coordinates": [[1.085, 0.998, 1.115], [-2.505, -0.154, 3.346], [-3.288, -1.326, 3.938], [-4.519, -1.616, 3.199], [-3.155, -1.688, 5.337], [-2.274, -2.358, 3.205], [-3.648, 0.910, 4.086], [-3.759, 1.020, 5.556], [-4.790, 1.342, 3.296], [-2.762, 2.202, 3.724], [3.575, -1.528, 3.629], [5.045, -2.013, 3.515], [5.273, -3.397, 3.237], [6.029, -1.212, 4.296], [5.271, -1.348, 2.073], [3.396, -2.244, 5.116], [4.057, -1.648, 6.330], [3.177, -3.678, 5.181], [1.818, -1.760, 5.300], [3.135, 1.070, -2.664], [3.926, -0.022, -3.342], [5.372, 0.000, -3.189], [3.397, -0.575, -4.571], [3.505, -1.156, -2.296], [3.521, 2.232, -3.917], [2.749, 2.093, -5.163], [4.919, 2.680, -4.012], [2.722, 3.477, -3.240], [-3.057, 0.538, -4.286], [-4.215, 0.934, -3.382], [-3.672, 0.552, -2.063], [-2.261, 0.897, -2.152], [-1.825, 0.951, -3.552], [-3.095, 1.029, -5.258], [-3.085, -0.533, -4.486], [-5.131, 0.377, -3.575], [-4.478, 1.991, -3.430], [-3.679, -0.535, -1.986], [-4.207, 1.090, -1.281], [-0.941, 0.403, -3.878], [-1.629, 2.004, -3.755]], "forces_ev_per_a": [[-0.039, -0.121, -0.024], [-1.988, 3.834, 1.817], [0.308, -9.776, -0.938], [1.158, 1.065, 1.760], [-0.481, 1.094, -1.930], [-0.388, -0.215, 0.609], [-0.725, 8.438, 0.783], [0.558, -1.508, -3.421], [0.824, -2.483, 0.737], [0.926, -0.420, 0.442], [-0.861, -1.149, 2.958], [7.818, 2.546, -4.300], [-0.435, 0.584, 1.000], [-2.622, -2.305, -1.046], [-0.288, -0.231, 0.224], [-5.471, 0.003, 7.024], [-1.373, -1.224, -4.355], [1.202, 1.767, -1.106], [1.903, 0.113, -0.525], [-0.288, 4.568, -1.716], [2.931, -8.443, 0.011], [-1.691, 0.592, -0.382], [0.573, 1.208, 0.813], [0.035, 0.264, 0.025], [-1.064, 5.210, -2.406], [1.648, -0.534, 2.901], [-3.202, -1.561, 0.832], [0.904, -1.310, 0.120], [-0.707, 0.037, -1.572], [-0.644, -0.186, -0.954], [1.063, 0.144, -0.283], [0.947, -0.080, 0.387], [-1.405, 0.753, 0.684], [-0.077, -0.039, -0.075], [0.066, -0.109, 0.146], [0.022, -0.018, -0.235], [0.260, 0.100, -0.039], [-0.397, -0.137, 0.561], [0.654, -0.302, 0.501], [0.140, -0.390, 0.927], [0.206, 0.222, 0.047]]}

Question: Number 4 is which compound?
Answer: C4H8F2IN